{"formula": "C66H145N7O10", "method": "ωB97M-V/def2-TZVPD", "smiles": "CC1(C)CCCC(C)(C)N1O.CC1(C)CCCC(C)(C)N1O.CC1(C)CCCC(C)(C)N1O.CC1(C)CCCC(C)(C)N1O.CC1(C)CCCC(C)(C)N1O.CC1(C)CCCC(C)(C)N1O.CC1(C)CCCC(C)(C)N1O.CO.CO.CO", "e_tot_ha": -3736.94478, "total_charge": 0, "de_lowest_kcal_mol": 0.0, "lumo_ev": 0.33, "e_homo_ev": -7.898, "multiplicity": 1, "symbols": ["C", "C", "C", "C", "C", "C", "C", "C", "C", "N", "O", "H", "H", "H", "H", "H", "H", "H", "H", "H", "H", "H", "H", "H", "H", "H", "H", "H", "H", "H", "C", "C", "C", "C", "C", "C", "C", "C", "C", "N", "O", "H", "H", "H", "H", "H", "H", "H", "H", "H", "H", "H", "H", "H", "H", "H", "H", "H", "H", "H", "C", "C", "C", "C", "C", "C", "C", "C", "C", "N", "O", "H", "H", "H", "H", "H", "H", "H", "H", "H", "H", "H", "H", "H", "H", "H", "H", "H", "H", "H", "C", "C", "C", "C", "C", "C", "C", "C", "C", "N", "O", "H", "H", "H", "H", "H", "H", "H", "H", "H", "H", "H", "H", "H", "H", "H", "H", "H", "H", "H", "C", "C", "C", "C", "C", "C", "C", "C", "C", "N", "O", "H", "H", "H", "H", "H", "H", "H", "H", "H", "H", "H", "H", "H", "H", "H", "H", "H", "H", "H", "C", "C", "C", "C", "C", "C", "C", "C", "C", "N", "O", "H", "H", "H", "H", "H", "H", "H", "H", "H", "H", "H", "H", "H", "H", "H", "H", "H", "H", "H", "C", "C", "C", "C", "C", "C", "C", "C", "C", "N", "O", "H", "H", "H", "H", "H", "H", "H", "H", "H", "H", "H", "H", "H", "H", "H", "H", "H", "H", "H", "C", "O", "H", "H", "H", "H", "C", "O", "H", "H", "H", "H", "C", "O", "H", "H", "H", "H"], "positions_angstrom": [[21.21892, 15.92244, 19.57506], [20.00792, 16.27252, 18.75604], [18.74106, 16.17200, 19.66882], [20.18086, 17.71826, 18.38240], [21.20526, 17.91597, 17.25327], [20.86800, 17.06253, 16.06084], [20.72680, 15.56997, 16.43556], [20.03674, 14.78995, 15.26700], [22.12472, 14.95132, 16.74931], [19.71358, 15.49652, 17.56327], [19.55061, 14.12038, 17.89615], [22.17029, 16.06564, 19.12001], [21.21541, 16.59936, 20.46872], [21.16038, 14.86450, 19.93798], [18.47999, 15.18281, 20.05324], [18.76390, 16.78810, 20.59048], [17.84207, 16.45468, 19.13866], [19.29953, 18.14274, 17.90723], [20.51522, 18.31861, 19.24803], [21.30439, 18.94521, 16.86329], [22.24673, 17.66101, 17.53274], [21.50358, 17.18668, 15.17867], [19.85320, 17.35285, 15.75834], [19.91528, 13.73090, 15.58309], [20.63396, 14.95934, 14.38342], [19.06707, 15.08811, 15.06324], [22.41260, 14.64469, 15.78997], [22.15938, 14.16426, 17.38667], [22.85407, 15.70157, 17.00434], [20.29118, 13.94397, 18.47648], [16.98972, 21.12385, 20.33205], [15.76809, 20.31256, 20.82323], [14.46985, 21.09201, 20.55297], [15.78206, 18.97897, 20.08656], [15.05876, 17.78160, 20.65004], [15.38417, 17.63739, 22.17863], [15.13146, 19.00813, 22.94293], [13.57738, 19.32112, 22.85030], [15.57253, 18.89660, 24.42108], [16.02405, 19.99439, 22.22779], [15.85741, 21.29366, 22.87919], [17.92406, 20.56084, 20.46283], [16.88638, 21.31365, 19.25842], [17.09507, 22.21428, 20.69233], [14.22487, 21.65204, 21.46306], [14.62338, 21.85939, 19.73212], [13.59963, 20.46735, 20.28003], [15.44890, 19.12898, 19.05735], [16.81480, 18.67472, 19.90729], [13.96298, 17.91215, 20.50951], [15.45789, 16.85954, 20.17475], [16.44246, 17.38529, 22.43324], [14.77548, 16.83635, 22.60422], [13.06162, 18.52181, 23.36626], [13.17112, 19.24017, 21.82345], [13.32097, 20.30758, 23.27257], [16.61606, 18.56328, 24.36437], [14.92972, 18.13757, 24.89706], [15.39228, 19.82209, 25.01522], [16.68785, 21.40604, 23.34106], [15.99103, 13.16385, 16.15005], [14.50458, 13.05541, 16.55500], [13.65199, 13.40187, 15.30406], [14.15440, 11.60648, 16.88989], [14.66102, 11.06910, 18.13993], [14.10282, 11.88948, 19.37906], [14.58831, 13.36369, 19.12860], [13.78467, 14.16792, 20.12430], [16.05802, 13.56006, 19.31277], [14.02942, 13.78325, 17.72173], [14.28940, 15.14020, 17.65835], [16.13570, 12.52708, 15.24646], [16.22325, 14.21985, 15.81655], [16.75832, 12.85362, 16.87501], [13.81503, 12.55690, 14.61016], [12.66328, 13.55138, 15.67594], [13.97981, 14.29463, 14.71468], [13.06035, 11.47432, 16.86078], [14.64397, 11.08513, 16.03609], [14.34400, 9.99315, 18.17309], [15.78998, 11.18055, 18.24846], [14.54225, 11.55074, 20.23763], [12.98882, 11.83911, 19.38671], [13.95395, 15.25854, 20.09838], [14.05598, 13.77507, 21.07894], [12.68789, 14.02997, 20.11416], [16.31628, 13.28583, 20.37450], [16.33169, 14.64582, 19.05529], [16.63917, 12.79208, 18.74775], [15.20574, 15.22102, 17.39013], [12.26827, 15.50032, 12.37157], [13.45358, 16.34706, 11.84325], [13.04363, 16.96735, 10.47683], [13.95945, 17.49210, 12.79933], [15.27953, 18.06597, 12.45163], [16.27058, 16.91681, 12.48799], [15.93750, 15.87235, 11.36165], [16.23637, 16.52978, 9.94555], [16.93209, 14.66784, 11.45986], [14.59618, 15.33145, 11.60950], [14.24743, 14.53682, 10.45566], [11.47272, 16.22664, 12.39138], [12.07473, 14.59158, 11.75024], [12.46398, 15.17674, 13.44904], [13.72228, 17.73668, 10.20331], [13.19518, 16.24912, 9.70097], [12.02192, 17.35940, 10.39076], [13.10470, 18.21343, 12.71672], [14.03623, 17.08461, 13.82056], [15.23623, 18.60183, 11.48772], [15.54140, 18.65444, 13.35649], [16.33670, 16.43400, 13.47343], [17.31150, 17.27324, 12.30425], [15.77228, 17.52061, 9.90544], [15.83476, 15.96275, 9.11184], [17.29640, 16.76523, 10.05558], [17.93157, 15.09222, 11.39445], [16.75717, 14.02198, 10.63268], [16.87154, 14.19518, 12.43885], [14.03608, 13.67242, 10.81847], [16.14805, 21.84768, 16.07308], [17.01648, 22.43477, 14.93903], [16.30924, 22.10842, 13.60776], [17.30984, 23.96098, 14.98143], [18.19794, 24.23134, 16.12367], [19.54142, 23.49902, 15.95614], [19.39103, 22.01889, 15.83794], [20.68650, 21.37892, 15.23706], [19.21047, 21.49383, 17.22009], [18.31475, 21.76925, 14.80649], [18.13158, 20.39027, 14.86484], [15.17419, 22.41513, 16.17870], [15.95325, 20.83388, 15.84958], [16.61413, 21.89933, 17.03714], [16.45372, 21.13808, 13.30150], [15.24528, 22.32771, 13.66757], [16.74149, 22.68318, 12.81551], [17.88680, 24.22979, 14.06186], [16.43500, 24.62855, 14.98199], [18.47324, 25.32308, 16.19373], [17.76561, 24.04252, 17.09451], [20.16048, 23.70872, 16.82762], [20.11900, 23.97469, 15.15861], [21.49948, 21.46901, 15.88904], [20.85995, 21.82370, 14.28833], [20.45914, 20.37292, 15.23218], [20.25859, 21.52523, 17.61334], [18.78357, 20.47476, 17.12253], [18.60341, 22.16060, 17.87079], [18.39661, 20.03909, 14.01433], [18.95777, 11.70847, 20.72191], [20.23891, 10.83826, 20.91779], [20.89941, 11.33318, 22.16951], [19.83553, 9.41135, 20.99923], [19.49440, 8.85992, 19.66983], [20.69299, 8.93177, 18.62007], [21.10186, 10.33778, 18.43619], [22.43123, 10.41255, 17.75175], [20.01737, 11.01124, 17.57869], [21.20197, 10.96004, 19.79787], [21.51478, 12.30498, 19.71124], [18.37235, 11.50976, 19.81426], [18.26302, 11.73083, 21.59036], [19.06217, 12.84484, 20.71199], [21.77963, 10.81818, 22.38339], [21.13522, 12.39449, 22.06080], [20.21896, 11.21771, 23.03842], [20.64476, 8.85376, 21.39820], [18.96249, 9.32919, 21.63403], [19.24757, 7.75466, 19.77771], [18.57782, 9.21161, 19.25089], [20.41531, 8.40611, 17.70782], [21.55157, 8.40066, 19.03849], [22.61272, 9.53601, 17.15073], [23.25973, 10.34970, 18.50093], [22.54738, 11.31342, 17.17678], [19.00209, 10.87234, 18.02016], [20.13681, 10.69407, 16.50555], [20.26946, 12.04074, 17.58793], [22.46194, 12.38401, 19.88048], [12.90859, 19.30619, 17.65137], [11.84859, 18.66567, 16.64386], [12.27614, 18.86993, 15.14339], [11.75388, 17.20240, 16.88521], [10.62822, 16.55396, 16.04508], [9.32845, 17.07118, 16.54032], [9.20411, 18.63047, 16.40833], [9.10004, 19.16055, 14.92560], [8.05835, 19.17209, 17.23506], [10.48954, 19.10161, 16.98970], [10.51142, 20.54144, 16.92750], [13.05049, 20.35082, 17.40664], [12.48456, 19.26326, 18.65929], [13.86365, 18.84337, 17.63499], [13.36520, 18.84769, 15.11008], [11.76042, 18.15234, 14.47292], [11.90696, 19.84730, 14.85683], [12.68300, 16.69934, 16.72015], [11.57958, 16.93682, 17.93366], [10.63528, 16.70486, 15.00151], [10.73733, 15.48429, 16.22461], [9.25417, 16.88513, 17.60027], [8.42750, 16.67503, 16.01499], [9.36583, 20.25585, 14.86906], [8.11092, 18.97786, 14.61136], [9.78801, 18.66129, 14.29452], [8.24653, 18.79959, 18.23947], [7.08183, 18.78230, 16.97804], [7.92338, 20.28237, 17.10365], [10.02604, 20.76333, 17.74418], [9.98099, 13.78978, 18.45522], [11.01427, 13.36803, 17.58819], [9.69837, 12.94518, 19.10862], [10.29867, 14.73855, 18.99255], [9.05730, 14.07365, 17.79838], [11.85377, 13.61735, 17.97656], [19.11040, 19.48018, 11.33210], [19.12798, 19.09382, 12.70431], [18.23024, 18.94442, 10.90349], [18.81807, 20.54151, 11.15200], [20.06079, 19.11067, 10.84913], [19.54620, 18.21150, 12.69058], [16.80071, 17.72214, 16.46269], [16.86624, 16.43774, 16.97239], [17.34118, 17.80855, 15.57368], [15.77294, 18.03680, 16.49131], [17.28078, 18.52259, 17.09217], [17.79689, 16.14178, 17.03936]]}